Entry 1:
49
Properties=species:S:1:pos:R:3:forces:R:3:mulliken_spin:R:1 method="wB97M-V/def2-TZVPD" s2=6.0187 homo_ha="-0.292 / -0.320" largest_force_ev_per_a=1.90 multiplicity=5
Cr -0.0839 1.5146 -0.4698 -0.59 0.40 -1.16 3.95
O 1.3616 -4.7950 -1.9275 -0.02 0.05 0.03 0.00
C 1.3560 -3.9572 -3.0664 -0.01 -0.02 -0.06 0.00
C 0.8899 -2.5817 -2.6856 -0.06 0.08 0.02 0.00
C 0.4776 -1.6956 -3.6844 0.05 -0.01 -0.03 0.00
C 0.0249 -0.4452 -3.3251 -0.06 -0.04 -0.02 0.03
N -0.0276 -0.0498 -2.0541 0.09 -0.16 0.16 0.02
C 0.3984 -0.8905 -1.0799 0.08 0.01 -0.56 0.01
C 0.8509 -2.1774 -1.3657 0.03 -0.01 0.06 -0.05
C 1.2725 0.0736 1.0396 -0.36 -0.05 -0.45 -0.06
C 1.5793 -0.6621 2.4176 -0.03 -0.26 0.06 0.01
C 2.0677 0.2519 3.4436 0.13 0.38 -0.17 0.03
C 2.2946 -0.3189 4.8119 -0.01 -0.02 0.09 0.00
O 3.4695 -1.1091 4.7471 0.04 -0.04 -0.12 0.00
C 2.3328 1.5531 3.1656 0.13 -0.27 0.40 -0.01
C 1.8516 2.1615 1.9736 -0.31 -0.18 -0.48 0.10
N 1.2603 1.4911 1.0350 1.18 0.58 1.27 -0.07
H 1.7295 -5.6464 -2.1735 0.04 -0.05 0.00 0.00
H 0.6831 -4.3438 -3.8401 0.03 -0.03 0.01 0.00
H 2.3595 -3.8822 -3.5028 -0.01 0.03 0.00 0.00
H 0.5041 -1.9838 -4.7273 -0.03 0.00 0.01 0.00
H -0.3134 0.2686 -4.0661 -0.01 0.00 0.01 0.00
H 1.1522 -2.8486 -0.5754 -0.01 0.03 -0.01 0.00
H 1.0103 -1.5311 2.7379 0.11 -0.07 -0.04 0.01
H 1.4289 -0.9323 5.0883 -0.04 0.06 0.02 0.00
H 2.3978 0.4906 5.5400 0.00 0.01 -0.02 0.00
H 3.6089 -1.5435 5.5931 -0.03 -0.02 0.05 0.00
H 2.7542 2.1911 3.9304 -0.02 -0.01 0.01 0.00
H 1.8623 3.2398 1.8717 -0.09 0.03 0.05 0.00
B 3.6655 -1.4012 0.6364 -0.17 0.39 -0.39 0.00
C 2.4454 -0.7595 1.2346 0.21 0.08 0.14 -0.02
N 0.2361 -0.2776 0.1410 0.08 -1.55 1.09 0.01
H 3.3841 -2.5899 0.6191 -0.14 -0.17 0.17 0.00
H 4.4983 -1.4149 1.5165 0.01 -0.04 0.21 0.00
H 3.9604 -0.9586 -0.4367 0.06 -0.05 -0.06 0.00
Br -7.4808 0.9878 0.0329 0.06 0.04 -0.03 0.00
C -5.8155 1.7669 -0.4449 -0.05 -0.07 0.03 0.00
C -4.6571 1.0256 -0.2953 -0.07 -0.04 0.01 0.03
C -3.4456 1.6064 -0.6319 0.10 0.19 -0.08 0.02
C -3.3749 2.9089 -1.1162 0.07 -0.10 -0.02 -0.02
C -4.5600 3.6208 -1.2731 0.02 0.05 0.01 0.00
C -5.7806 3.0609 -0.9351 -0.05 0.01 0.00 0.00
C -2.0750 3.6060 -1.4995 0.15 0.20 0.12 -0.01
O -2.1391 4.6747 -2.0727 -0.04 0.03 -0.08 0.02
O -0.9581 3.0348 -1.1608 -0.64 0.69 -0.28 0.04
H -4.7015 0.0100 0.0734 0.01 0.01 0.00 0.00
H -2.5517 1.0081 -0.5246 0.14 -0.08 0.02 -0.03
H -4.5050 4.6283 -1.6631 0.02 -0.02 0.00 0.00
H -6.6982 3.6209 -1.0518 0.01 0.01 0.00 0.00


Entry 2:
49
Properties=species:S:1:pos:R:3:forces:R:3:mulliken_charge:R:1 method="wB97M-V/def2-TZVPD" homo_ha=-0.313 largest_force_ev_per_a=1.18 smiles="O=C(c1ccc(CS(=O)(=O)c2ccc(Br)cc2)o1)N1CCN(c2ncccn2)CC1"
O 0.9768 -0.9946 2.1963 -0.02 -0.15 0.05 -0.65
C 1.5010 -0.8485 1.1050 -0.15 -0.06 0.16 0.48
N 2.0978 0.3141 0.7477 -0.02 0.11 0.00 0.21
C 2.4814 0.7067 -0.5854 0.02 0.21 -0.30 -0.69
H 2.3870 -0.1379 -1.2633 0.07 0.17 0.03 0.49
C 1.5809 1.8457 -1.0932 0.04 -0.21 -0.31 -0.79
N 1.2978 2.7808 -0.0284 0.18 -0.22 0.02 0.19
C 0.0962 3.3884 0.0703 -0.42 0.31 -0.08 0.50
N -0.0881 4.2188 1.1048 0.23 -0.03 0.19 -0.44
C -1.2475 4.8378 1.1721 -0.26 -0.05 -0.22 -0.27
C -2.2502 4.6588 0.2273 0.02 -0.02 0.00 -0.56
C -1.9617 3.7716 -0.7962 -0.07 0.19 0.19 -0.08
N -0.8056 3.1375 -0.8893 0.20 -0.05 -0.15 -0.53
H -2.6779 3.5448 -1.5770 -0.11 0.06 0.00 0.44
H -3.1952 5.1690 0.2919 -0.11 0.06 0.01 0.41
H -1.3731 5.5002 2.0187 -0.10 0.09 0.05 0.44
C 2.2091 2.7481 1.0861 0.17 -0.11 0.23 -1.04
H 3.2214 2.9603 0.7285 -0.04 0.06 0.06 0.33
C 2.1359 1.3729 1.7519 -0.05 0.12 0.35 -0.57
H 1.2278 1.2921 2.3564 0.14 0.06 -0.07 0.39
H 2.9963 1.2178 2.4124 -0.06 0.06 0.04 0.31
H 1.9078 3.5210 1.7923 0.22 -0.14 -0.06 0.47
H 2.0831 2.3615 -1.9221 -0.06 -0.11 -0.03 0.20
H 0.6345 1.4511 -1.4679 0.20 -0.02 0.01 0.48
H 3.5287 1.0277 -0.5713 -0.04 -0.08 -0.09 0.22
C 1.5174 -1.9756 0.1387 0.55 -0.28 -0.42 -0.27
C 2.4127 -2.4857 -0.7680 -0.41 0.35 0.50 -0.02
C 1.8281 -3.6609 -1.2897 -0.61 -0.26 0.28 -1.13
C 0.6241 -3.8042 -0.6554 1.00 -0.05 -0.45 0.50
C -0.4906 -4.7466 -0.8191 -0.82 0.86 -0.07 -0.88
H -0.2477 -5.5620 -1.4922 -0.07 -0.02 -0.10 0.49
H -0.8724 -5.1195 0.1273 0.00 -0.11 0.08 0.36
S -1.9076 -3.8283 -1.5918 -0.06 -0.25 0.01 1.37
O -1.5038 -3.4171 -2.9078 0.30 0.23 0.01 -0.67
O -3.0758 -4.6546 -1.4648 -0.04 -0.09 0.37 -0.71
C -2.0826 -2.3661 -0.5630 -0.02 -0.50 -0.41 -0.26
C -2.4986 -2.5064 0.7472 -0.11 0.00 -0.01 -0.42
C -2.5055 -1.4009 1.5785 0.03 0.02 -0.02 -0.85
C -2.1020 -0.1771 1.0672 -0.02 0.00 0.01 0.22
C -1.7220 -0.0252 -0.2574 -0.04 0.01 0.09 0.01
C -1.7047 -1.1406 -1.0762 -0.02 -0.08 -0.13 -0.55
H -1.3937 -1.0813 -2.1076 0.07 0.07 -0.11 0.52
H -1.4385 0.9470 -0.6355 0.01 0.00 -0.02 0.48
Br -2.0666 1.3315 2.2073 0.02 -0.02 -0.02 -0.13
H -2.8012 -1.4870 2.6123 -0.02 -0.01 0.06 0.45
H -2.8078 -3.4744 1.1083 -0.05 -0.11 0.13 0.40
O 0.4469 -2.7960 0.2171 0.15 0.01 0.35 -0.05
H 2.2460 -4.3128 -2.0283 0.03 -0.18 -0.18 0.50
H 3.3818 -2.1018 -1.0146 0.16 0.18 -0.02 0.68


Entry 3:
43
Properties=species:S:1:pos:R:3:forces:R:3:mulliken_charge:R:1 method="wB97M-V/def2-TZVPD" homo_ha="-0.524 / -0.524" total_charge=+2 e_above_lowest_ev=1.118 largest_force_ev_per_a=8.34
C -1.2398 -2.2005 -2.7644 -2.17 -2.79 -0.12 -0.44
C -2.3571 -2.0695 -1.5166 -1.50 -2.53 -2.18 -0.69
H -1.3492 -1.4160 -3.5351 0.09 -0.25 0.04 0.41
H -1.4940 -3.1473 -3.2363 0.11 0.09 -0.26 0.54
H -0.1853 -2.3541 -2.4077 -0.24 -0.12 -0.31 0.01
H -3.0040 -1.1702 -1.5690 0.01 -0.30 -0.04 0.37
H -3.0221 -2.9128 -1.7111 -0.12 0.15 0.21 0.57
H -1.9295 -2.2759 -0.5121 0.20 0.18 -0.23 0.21
C 0.5573 2.6706 -2.3337 -0.20 0.19 0.24 0.18
C 0.8783 4.0317 -2.3156 -0.27 -0.31 0.15 -0.91
C 0.1909 4.8696 -1.4329 0.04 -0.36 -0.16 -0.42
C -0.7750 4.3200 -0.5922 -0.27 -0.96 0.07 -0.78
H 1.0707 1.9637 -2.9951 -0.17 0.42 0.22 0.32
H 1.6531 4.4016 -2.9834 -0.21 -0.02 0.18 0.41
H 0.4036 5.9359 -1.3928 -0.02 -0.23 -0.02 0.46
H -1.3278 4.9252 0.1222 0.30 0.05 -0.30 0.32
N -0.3785 2.1302 -1.5227 -0.20 0.11 0.31 0.08
C -1.0419 2.9364 -0.6395 0.83 0.69 -0.81 0.79
C -1.9763 2.2784 0.2973 -0.76 -0.77 0.62 0.54
N -2.0642 0.9130 0.2114 0.31 0.35 0.46 -0.09
C -2.7328 0.2194 1.1619 -0.28 0.82 -0.10 0.02
C -3.4700 2.2587 2.2046 0.12 -0.14 -0.34 -0.48
C -3.4870 0.8634 2.1479 0.32 -0.32 -0.27 -0.88
H -2.6227 -0.8701 1.1085 -0.33 0.49 0.18 0.42
H -4.0614 0.2611 2.8482 0.17 0.22 -0.06 0.41
C -2.6957 2.9704 1.2873 0.43 -0.38 -0.53 -0.64
H -2.6213 4.0551 1.3152 -0.18 -0.33 0.21 0.36
H -4.0417 2.7934 2.9600 0.11 -0.15 -0.14 0.46
Ce -0.7619 -0.4774 -1.4129 4.98 5.89 3.18 0.56
I 2.0651 -0.8723 -2.3700 -0.78 0.30 -0.30 -0.21
C -0.0349 -1.5778 0.3188 1.10 -0.07 0.23 0.89
C 1.1334 -1.8072 0.7202 -1.99 0.21 -0.12 -0.94
C 2.3243 -2.2375 1.3038 0.93 -0.04 0.15 0.57
C 3.5681 -1.7113 0.8935 0.10 -0.11 -0.19 -0.50
C 4.7465 -2.2958 1.3403 -0.14 0.07 0.09 -0.62
C 4.6978 -3.3655 2.2449 -0.26 0.10 -0.09 -0.36
C 3.4642 -3.8416 2.7148 -0.05 0.18 -0.05 -0.58
C 2.2798 -3.2777 2.2545 0.06 -0.29 0.02 -0.38
H 3.5806 -0.8773 0.1883 0.10 -0.33 0.29 0.40
H 5.7029 -1.9168 0.9772 -0.28 -0.13 0.19 0.40
H 5.6251 -3.8263 2.5883 -0.29 0.13 -0.09 0.41
H 3.4238 -4.6593 3.4351 0.05 0.26 -0.21 0.40
H 1.3085 -3.6375 2.5990 0.35 0.02 -0.11 0.42


Entry 4:
48
Properties=species:S:1:pos:R:3:forces:R:3:mulliken_charge:R:1 method="wB97M-V/def2-TZVPD" homo_ha=-0.345 e_above_lowest_ev=1.895 largest_force_ev_per_a=6.03
O 0.7350 0.3399 -3.6159 0.05 1.06 1.05 -0.61
O 3.0593 -2.0781 -2.5824 -1.07 0.99 -0.77 -0.61
O -5.9020 -2.9641 2.5959 2.35 0.41 0.99 -0.60
F -6.3240 -0.8753 4.2172 2.59 -0.33 0.00 -0.21
F -4.3021 -0.7323 5.1805 -0.76 -0.27 -1.49 -0.21
F -4.6699 0.0659 3.1213 0.00 -0.58 1.17 -0.23
C 0.6017 -0.3034 -2.5863 -3.85 -1.69 -4.32 0.26
C 2.7917 -0.9356 -2.2742 3.18 -4.43 0.33 0.31
C 3.4040 4.9452 1.5356 0.25 1.58 0.84 -0.17
C 4.3743 3.9621 1.4526 0.61 0.50 -0.18 -0.58
C 2.0604 4.6123 1.2432 3.11 -2.05 -0.49 -0.82
C -4.0605 -2.5049 0.4885 1.68 0.89 -2.28 -0.68
C -2.1020 -2.2010 1.8470 0.41 0.57 2.81 -0.59
C -3.1220 -2.3191 -0.7012 -2.25 -2.25 0.58 -0.30
C -1.2897 -2.1773 0.7903 2.59 0.67 -3.38 -0.52
C 4.0915 2.7125 0.9963 -1.88 -1.75 -0.32 -0.25
C 1.7743 3.2786 0.8542 0.30 -0.07 0.65 -0.16
C -3.4606 -2.3428 1.7336 -2.41 -0.09 -0.75 0.59
C -1.7304 -2.2914 -0.5818 -0.62 0.08 0.72 0.75
C 2.7578 2.2789 0.7344 0.77 0.94 0.47 0.02
N -0.5498 -1.2014 -2.6014 -0.13 1.64 0.46 0.31
N 1.6270 -0.4453 -1.6965 1.11 -0.52 1.57 0.35
S -4.5314 -2.6045 3.1984 -2.50 -1.52 -0.88 0.33
C -1.8019 -0.7582 -3.3894 0.38 0.18 -0.07 -0.90
C -0.6752 -2.4018 -1.7773 -0.20 0.00 0.94 -1.11
C -4.9547 -0.9354 4.0039 -1.17 1.55 -0.66 0.72
C 3.7692 0.0878 -1.8105 -1.51 2.94 -1.55 -0.73
C 2.4023 0.8282 0.3461 -2.70 1.28 0.51 -0.71
C 2.4583 0.6629 -1.1588 0.24 0.10 1.10 -0.22
H 3.8396 5.9711 1.9102 -1.64 -1.87 -0.90 0.21
H 5.4126 4.1695 1.6919 -0.14 0.22 0.04 0.35
H 1.3461 5.3460 1.1909 -1.80 1.49 0.25 0.48
H -5.1531 -2.7532 0.3050 1.63 0.57 0.52 0.39
H -1.6814 -2.0645 2.8626 -0.15 -0.11 -0.68 0.31
H -3.6217 -2.5321 -1.6990 0.76 0.49 1.29 0.32
H -0.2076 -1.9258 0.8718 -0.79 -0.59 0.43 0.20
H 4.8639 1.9840 0.9146 0.64 -0.43 -0.03 0.38
H 0.7416 2.9640 0.7856 -0.19 0.18 -0.35 0.33
H -2.1241 -1.3859 -4.3155 1.73 1.32 0.90 0.28
H -1.7757 0.3837 -3.4904 0.21 -1.95 -0.53 0.31
H -2.7183 -0.9510 -2.8393 0.32 0.08 1.01 0.31
H -0.9207 -3.2497 -2.5011 0.17 0.87 1.25 0.30
H 0.3293 -2.5948 -1.2859 -1.17 0.08 -0.77 0.37
H 4.6172 -0.1879 -1.2344 0.37 -0.65 0.64 0.36
H 4.1177 0.8550 -2.5882 -0.52 -1.34 0.84 0.24
H 3.0051 0.0800 0.8230 0.42 -0.25 0.42 0.50
H 1.2845 0.6564 0.7076 2.20 0.25 -0.76 0.16
H 2.2145 1.5327 -1.6726 -0.61 1.83 -0.62 0.73


Entry 5:
45
Properties=species:S:1:pos:R:3:forces:R:3:mulliken_charge:R:1 method="wB97M-V/def2-TZVPD" homo_ha=-0.310 e_above_lowest_ev=0.017 largest_force_ev_per_a=0.66 smiles="O=C(CCCCCN1C(=O)c2ccccc2C1=O)Nc1ccc(F)cc1"
O -1.1654 -3.4939 0.4258 -0.24 -0.34 -0.01 -0.65
C -0.4793 -2.5008 0.3668 0.51 0.27 0.13 0.15
N -0.9690 -1.2339 0.2013 0.29 0.23 -0.01 0.06
C -2.2940 -0.8239 0.0375 -0.43 0.04 -0.06 -0.07
C -3.3764 -1.6870 0.1949 0.14 -0.09 0.04 -0.28
C -4.6659 -1.2172 0.0317 -0.15 0.39 -0.10 -0.73
C -4.8684 0.1129 -0.2863 0.13 -0.08 0.03 0.35
C -3.8099 0.9876 -0.4510 -0.23 -0.10 0.03 -0.71
C -2.5238 0.5120 -0.2893 0.03 -0.23 0.05 0.20
H -1.6868 1.1819 -0.4203 0.09 0.05 -0.02 0.21
H -3.9967 2.0192 -0.7035 -0.05 0.11 -0.03 0.45
F -6.1289 0.5737 -0.4408 0.02 -0.01 0.00 -0.34
H -5.5123 -1.8744 0.1511 -0.10 -0.06 0.01 0.45
H -3.2011 -2.7207 0.4394 0.00 -0.01 0.01 0.52
H -0.2909 -0.4864 0.1436 -0.02 -0.16 0.04 -0.05
C 1.0356 -2.5351 0.4520 -0.06 -0.07 -0.20 -0.33
H 1.3225 -3.5408 0.7621 -0.07 0.05 0.06 0.48
H 1.3709 -1.8269 1.2113 0.05 -0.02 0.07 0.19
C 1.6689 -2.2267 -0.9101 0.13 -0.14 0.04 -0.43
C 3.1657 -2.5437 -0.9530 -0.06 0.18 0.09 -0.95
C 4.0331 -1.8008 0.0647 -0.07 0.05 -0.22 -0.65
C 4.2637 -0.3216 -0.2470 0.28 -0.31 0.18 -0.89
N 3.0889 0.5063 -0.0659 0.23 -0.13 -0.07 0.29
C 2.5260 1.2489 -1.0975 0.11 0.01 -0.18 0.18
O 2.9059 1.2439 -2.2397 -0.10 0.05 0.01 -0.64
C 1.4080 2.0034 -0.4784 -0.37 0.12 0.52 0.61
C 0.5229 2.9109 -1.0222 0.10 -0.10 0.01 -0.34
C -0.4160 3.4861 -0.1695 0.07 0.03 -0.10 -0.72
C -0.4639 3.1534 1.1762 0.04 -0.03 0.08 -0.47
C 0.4292 2.2363 1.7233 0.10 -0.09 -0.04 -0.44
C 1.3643 1.6732 0.8795 -0.31 0.36 -0.46 0.37
C 2.4661 0.7151 1.1543 0.08 -0.06 0.11 0.00
O 2.7848 0.2051 2.1989 -0.01 0.05 0.03 -0.63
H 0.4010 1.9759 2.7696 0.00 -0.03 0.12 0.53
H -1.2058 3.6136 1.8107 -0.07 0.04 0.05 0.42
H -1.1196 4.2036 -0.5640 -0.07 0.06 -0.03 0.42
H 0.5650 3.1638 -2.0700 0.01 0.03 -0.11 0.51
H 5.0493 0.0606 0.4131 -0.05 0.01 -0.12 0.34
H 4.5725 -0.1902 -1.2874 0.01 0.03 0.14 0.43
H 5.0176 -2.2726 0.0767 0.02 0.01 0.08 0.39
H 3.6159 -1.8949 1.0668 0.10 -0.04 0.06 0.36
H 3.5348 -2.3260 -1.9579 0.05 -0.09 -0.05 0.38
H 3.2894 -3.6152 -0.7812 0.00 -0.04 -0.07 0.40
H 1.1757 -2.8427 -1.6662 -0.05 0.07 -0.03 0.50
H 1.4973 -1.1843 -1.1856 -0.07 -0.04 -0.08 0.15